# 1
The following is a quantum chemistry calculation of a molecular structure, C2HAgNaO3 in a non-equilibrium geometry, from the Open Molecules 2025 dataset.

```
! RIJCOSX wB97M-V def2-TZVPD def2/J DEFGRID3
* xyz 0 2
O -2.216 1.300 -0.304
H 0.116 -2.314 -0.545
Ag -1.071 -0.640 1.824
Na 0.882 2.359 0.517
O -1.489 0.706 -1.266
C 0.379 -1.326 -0.193
O 2.015 0.483 -0.011
C 1.386 -0.568 -0.022
*
```

## Properties
- Kohn-Sham gap (spin up / spin down) (Eh) = 0.2354 / 0.1666
- energy (eV) = -16641.0977
- largest force on an atom (eV/A) = 3.7
- molar mass (g/mol) = 203.88
- ⟨S²⟩ = 1.126
- relative energy (zero: lowest compared OMol25 entry of this formula, charge and spin) (kJ/mol) = 452.4

natural (NBO) population analysis, charges in e, atoms 1 to 2: number 1, O, carries -0.309; number 2, H, carries 0.242

# 2
The following is a quantum chemistry calculation of a molecular structure, C39H34BiBr2ClN7O3S2 in a non-equilibrium geometry, from the Open Molecules 2025 dataset.

```
! RIJCOSX wB97M-V def2-TZVPD def2/J DEFGRID3
* xyz 1 1
C 12.771 11.672 5.414
H 11.648 6.686 15.938
C 11.986 7.070 15.039
C 12.870 7.460 7.352
H 9.382 7.556 12.547
N 14.024 13.249 12.004
C 9.023 7.511 8.009
H 18.279 14.407 6.366
C 12.934 12.640 12.203
N 10.019 8.489 10.247
H 16.956 9.911 12.124
H 15.938 14.627 13.003
H 7.678 7.274 12.025
C 11.124 14.505 11.664
C 8.798 6.763 6.778
C 13.093 6.572 14.392
Cl 19.007 7.884 11.026
O 15.939 8.943 10.389
C 17.480 13.136 13.089
C 16.183 13.622 12.814
H 10.963 12.357 4.446
C 18.702 12.700 7.679
H 7.761 13.882 11.831
N 12.792 11.310 12.469
N 12.930 8.397 12.825
C 11.568 13.215 11.941
C 18.141 11.803 8.618
H 18.768 11.031 9.063
H 14.544 11.301 6.670
C 9.744 14.713 11.578
H 18.231 13.768 13.517
C 11.808 8.796 13.429
O 15.829 6.863 11.259
H 8.501 7.433 5.953
H 7.996 6.002 6.835
C 15.281 12.736 12.250
C 13.637 11.868 6.465
O 14.008 11.821 9.618
C 8.521 7.083 9.214
H 9.668 6.283 6.313
H 14.475 6.971 12.773
H 18.777 11.404 13.058
H 11.828 15.294 11.504
H 7.871 6.223 9.241
C 9.290 12.386 12.158
Br 12.444 6.363 8.958
C 17.667 7.481 9.927
C 13.567 7.290 13.272
C 10.445 8.966 9.064
N 11.015 9.807 12.871
H 17.784 6.434 9.570
S 11.635 10.173 9.117
H 12.100 8.276 7.278
N 9.903 8.502 7.892
H 13.697 5.732 14.742
C 11.626 12.463 5.314
H 8.639 11.572 12.348
N 15.625 11.453 12.009
C 16.550 13.780 7.441
H 12.758 6.760 6.530
C 16.833 10.977 12.344
Bi 13.999 9.908 10.905
C 12.263 13.756 7.218
H 12.097 14.516 7.882
C 13.373 12.930 7.360
C 11.408 13.516 6.157
H 8.824 5.996 11.917
C 10.659 12.219 12.226
C 11.240 8.130 14.493
S 14.306 13.110 8.851
H 16.307 11.263 9.711
C 16.802 11.875 8.965
C 17.824 11.810 12.841
H 15.936 14.574 7.045
C 17.912 13.653 7.076
C 8.726 7.049 11.818
H 10.429 8.862 11.090
H 10.577 14.141 5.947
C 16.021 12.815 8.299
Br 14.623 8.155 7.366
C 16.347 7.725 10.593
C 11.464 11.002 12.560
H 10.331 8.408 15.001
H 9.277 15.648 11.404
H 19.738 12.630 7.427
C 9.080 7.513 10.411
H 12.893 10.834 4.778
H 17.722 8.101 9.061
C 8.852 13.680 11.832
*
```

## Properties
- Kohn-Sham gap (Eh) = 0.2927
- energy (eV) = -237681.5024
- largest force on an atom (eV/A) = 3.0
- molar mass (g/mol) = 1117.12
- relative energy (zero: lowest compared OMol25 entry of this formula, charge and spin) (kJ/mol) = 29.2

Löwdin population analysis, charges in e, atoms 1 to 2: number 1, C, carries -0.053; number 2, H, carries 0.090

# 3
The following is a quantum chemistry calculation of a molecular structure, C10H24CoN4O8Sr2 in a non-equilibrium geometry, from the Open Molecules 2025 dataset.

```
! RIJCOSX wB97M-V def2-TZVPD def2/J DEFGRID3
* xyz 5 5
H -1.160 3.782 -2.113
H 1.716 2.933 -2.710
N 1.752 0.278 5.665
H -1.246 0.988 -4.513
H -1.228 -1.638 -3.228
H 0.425 0.553 -3.991
C -1.390 2.887 -2.713
H 1.687 -1.511 -0.800
C -0.896 -0.380 1.172
Sr -4.069 -1.302 1.972
H 3.130 -0.705 6.948
H -1.295 -1.705 -5.034
C 1.817 -2.573 -1.008
O -3.998 -2.145 -4.751
H -1.637 0.688 -0.601
H -0.094 0.356 1.111
H 0.714 4.288 -3.023
C 2.056 -0.549 4.464
H 2.847 -1.249 4.731
O 4.104 -2.706 -0.622
O -1.633 -0.101 2.385
N -0.281 2.531 -3.405
H 1.451 3.386 -4.366
O -3.461 -0.396 -3.676
H 2.221 0.019 3.548
H 3.345 1.038 6.764
H 2.100 -2.631 -2.059
H 1.996 0.271 7.779
H 0.720 1.862 6.397
C 0.766 1.153 5.556
H 0.153 1.717 -5.147
O -0.054 1.147 4.585
O -3.047 -0.751 -0.374
C -1.678 -0.340 -0.241
H 0.948 -3.160 -0.710
H -0.269 -1.254 1.346
H -1.777 -3.127 -4.148
N -3.169 -1.504 -4.160
Sr -4.507 1.161 -1.328
H -1.045 -0.802 -0.998
N 2.984 -2.866 -0.110
C -1.746 -2.038 -4.100
H 1.177 -1.171 4.297
C 2.603 0.247 6.874
O -2.468 2.250 -2.727
O 2.800 -3.234 1.036
Co -2.051 1.645 3.633
C 0.954 3.294 -3.401
C -0.270 1.364 -4.207
*
```

## Properties
- Kohn-Sham gap (spin up / spin down) (Eh) = 0.1569 / 0.0667
- energy (eV) = -72331.1006
- largest force on an atom (eV/A) = 6.1
- molar mass (g/mol) = 562.49
- ⟨S²⟩ = 6.028

natural (NBO) population analysis, charges in e, atoms 1 to 2: number 1, H, carries 0.156; number 2, H, carries 0.211

# 4
The following is a quantum chemistry calculation of 5 unconnected molecules or ions with the total composition C10H30BrN6O4 in a non-equilibrium geometry, from the Open Molecules 2025 dataset.

```
! RIJCOSX wB97M-V def2-TZVPD def2/J DEFGRID3
* xyz -1 1
N 1.474 0.845 0.022
H -2.538 1.449 -4.773
H -3.102 0.967 0.692
N -3.700 1.509 1.299
C 1.185 3.197 0.727
C -3.324 2.360 2.182
H -1.206 -1.070 1.217
H -0.757 -3.266 2.812
H 1.964 0.304 -0.677
H 0.146 -2.323 0.142
C -0.980 -2.925 1.801
H 5.669 4.470 -0.913
H -1.556 -1.328 -3.831
H 1.502 3.065 1.762
C 0.285 -2.934 1.034
N -2.068 2.783 1.891
H 1.598 2.394 -1.185
H 1.130 -6.284 1.075
O 3.876 3.423 -0.613
C 5.172 3.819 -0.193
H -2.591 -3.267 0.351
H -0.767 -1.129 2.661
C -2.135 -3.737 1.222
H 3.791 2.420 1.257
H 5.794 2.983 0.127
C 1.968 2.221 -0.175
H -4.645 1.151 1.297
H -1.738 3.621 2.347
H 4.930 4.464 0.651
H 3.997 1.482 -0.229
H 1.333 4.262 0.546
C 1.159 -5.267 1.467
N -2.186 0.530 -4.544
H 1.154 -2.373 1.375
H 0.181 2.846 0.491
O -4.070 2.858 2.980
O -1.865 -0.210 -6.639
H -1.309 -2.194 -5.327
Br -1.689 0.026 -1.242
H 0.532 -5.452 2.339
N -1.394 -1.622 2.042
O 0.630 -4.259 0.565
H 0.499 0.796 -0.234
H -2.098 0.175 -3.602
H 2.135 -5.100 1.922
N -1.634 -1.373 -4.837
H -1.716 -4.662 0.825
H -2.888 -3.869 1.999
C -1.907 -0.321 -5.469
C 3.426 2.284 0.239
H -1.668 2.262 1.123
*
```

## Properties
- Kohn-Sham gap (Eh) = 0.3167
- energy (eV) = -98030.9825
- largest force on an atom (eV/A) = 9.1
- molar mass (g/mol) = 378.29
- relative energy (zero: lowest compared OMol25 entry of this formula, charge and spin) (kJ/mol) = 312.7

natural (NBO) population analysis, charges in e, atoms 1 to 2: number 1, N, carries -0.866; number 2, H, carries 0.387

# 5
The following is a quantum chemistry calculation of 2 unconnected molecules or ions with the total composition C15H14F8O4 in a non-equilibrium geometry, from the Open Molecules 2025 dataset.

```
! RIJCOSX wB97M-V def2-TZVPD def2/J DEFGRID3
* xyz 0 1
F 0.608 4.340 1.037
H -0.970 3.199 -4.062
O 0.762 4.509 -2.534
H -2.472 0.016 2.287
O 3.608 -4.013 2.802
C 1.096 3.704 -3.676
H 2.068 3.217 -3.542
C -3.143 -3.105 1.664
F 1.585 5.939 -0.078
H 0.911 0.597 2.343
H -1.174 -1.332 2.508
C 0.851 -3.997 0.041
C 1.027 3.955 -1.308
H -0.806 -0.021 -0.393
F -0.537 5.536 -0.379
C -0.004 2.696 -3.955
H 1.453 0.794 0.524
O 1.515 2.838 -1.152
H -1.119 1.376 0.833
C 1.073 -2.355 -0.140
H 1.192 4.386 -4.528
C 0.672 4.932 -0.188
F -2.205 -2.163 -0.471
O 1.094 -1.886 -1.393
C 1.585 -4.632 1.188
H 2.177 -1.474 3.346
F -4.249 -2.761 2.594
F -3.642 -4.087 0.653
C -1.748 -0.718 1.685
H 0.209 2.138 -4.873
H -0.105 1.983 -3.131
C 0.768 0.155 1.259
C 1.294 -1.403 1.209
C -2.726 -1.733 0.847
H 1.536 -5.790 1.401
F -2.023 -3.753 2.384
H 0.184 -4.600 -0.709
C 2.481 -3.670 2.168
C -0.798 0.246 0.758
F -4.010 -0.973 0.615
C 1.981 -2.090 2.368
*
```

## Properties
- structure (SMILES) = O=C1C=CC(=O)C(CCCC(F)(F)C(F)(F)F)=C1.CCOC(=O)C(F)(F)F
- Kohn-Sham gap (Eh) = 0.3063
- energy (eV) = -45703.2023
- largest force on an atom (eV/A) = 8.1
- molar mass (g/mol) = 410.26
- relative energy (zero: lowest compared OMol25 entry of this formula, charge and spin) (kJ/mol) = 629.1

natural (NBO) population analysis, charges in e, atoms 1 to 2: number 1, F, carries -0.308; number 2, H, carries 0.216

# 6
The following is a quantum chemistry calculation of 10 unconnected molecules or ions with the total composition C18H42BF4N4O5 in a non-equilibrium geometry, from the Open Molecules 2025 dataset.

```
! RIJCOSX wB97M-V def2-TZVPD def2/J DEFGRID3
* xyz -1 1
H -5.611 1.696 1.207
H -3.281 -2.183 -1.561
C -0.070 3.527 1.323
C 4.091 -1.674 2.623
C -1.339 -2.723 4.266
F 0.654 -0.299 -1.621
H 3.802 -2.446 1.814
H 0.865 2.179 -3.105
H 3.888 0.731 2.417
H 0.506 -3.258 -0.745
O 1.981 -2.486 -1.948
C 1.434 -3.508 -1.033
C -1.145 -1.540 -3.927
H -1.087 5.298 2.509
H -3.998 -2.757 -0.162
N 0.080 -1.434 -6.315
H -1.395 -3.841 3.958
H 4.384 3.439 0.285
H -2.990 0.698 1.794
C 1.308 -4.736 -1.744
C -4.627 1.858 1.532
H -0.354 3.313 -3.792
H 2.031 -3.857 -0.133
N 3.157 6.179 1.520
H 1.980 -5.278 -1.950
C -3.682 0.697 1.031
F -0.692 1.485 -1.078
C -0.147 4.620 2.312
H -0.368 -2.671 4.780
N -2.192 -5.197 -1.054
H -0.208 1.498 -4.304
H 2.307 -0.381 2.074
H -2.454 0.979 -0.641
H -0.385 -1.531 1.295
H 3.558 4.380 -1.170
H -2.093 -2.244 0.031
C 0.327 2.391 -3.976
H -0.368 4.150 3.207
F -0.795 -0.411 0.119
H -4.605 1.710 2.507
H 2.740 3.391 0.099
O 0.159 3.972 0.005
C -1.449 -1.869 3.037
H 0.501 2.783 1.687
O 4.020 -0.306 0.689
O -0.396 -2.159 2.083
H 3.204 -0.052 0.109
C 1.372 2.627 -5.143
H 0.769 5.299 2.460
C 3.545 -0.292 1.930
H 5.040 -1.793 2.766
C -0.521 -1.435 -5.317
H 0.516 -5.235 -1.322
C 3.386 5.351 0.795
H -2.206 -2.408 4.906
H -1.845 -2.294 -4.023
H -1.705 -0.629 -3.604
N 2.151 2.786 -5.916
C -2.457 -4.093 -0.926
B 0.067 0.300 -0.677
C -2.955 -2.760 -0.622
H 0.098 3.294 -0.529
H -0.473 -1.733 -3.208
H -4.323 2.880 1.381
H -4.218 -0.231 1.160
H 3.467 -1.894 3.445
H 1.943 -1.486 -1.585
H -1.273 -0.981 3.166
F 0.983 0.968 0.183
H -2.513 -2.015 2.556
H -1.227 3.188 1.348
C 3.538 4.124 -0.149
O -3.410 0.863 -0.353
H 0.975 -4.506 -2.789
*
```

## Properties
- Kohn-Sham gap (Eh) = 0.3698
- energy (eV) = -47090.0473
- largest force on an atom (eV/A) = 12.6
- molar mass (g/mol) = 481.36
- relative energy (zero: lowest compared OMol25 entry of this formula, charge and spin) (kJ/mol) = 250.9

Löwdin population analysis, charges in e, atoms 1 to 2: number 1, H, carries 0.051; number 2, H, carries 0.095

Q: Among the records above, which one has the lowest molar mass?
A: C2HAgNaO3

Q: Which formula does entry 5 have?
A: C15H14F8O4

Q: Which formula does entry 2 have?
A: C39H34BiBr2ClN7O3S2